1.
The following is a DFT calculation (ωB97M-V with the def2-TZVPD basis set) of a structure of composition C18H20CoGeN11S4.

Last column: Löwdin charge in e.
Atoms and positions in Å:
Co  0.647  -0.054  0.468  -0.12
N  2.050  0.695  3.408  0.17
C  0.687  0.662  3.353  -0.44
N  -0.120  0.851  4.390  0.06
N  -1.348  0.710  3.889  -0.04
N  -1.285  0.453  2.630  -0.09
N  0.004  0.414  2.240  -0.04
C  2.819  0.140  2.410  -0.46
N  4.089  -0.157  2.549  0.05
N  4.445  -0.662  1.345  -0.06
N  3.462  -0.657  0.531  -0.05
N  2.375  -0.160  1.184  -0.08
H  2.480  0.796  4.312  0.15
S  1.358  2.164  -3.256  0.55
C  1.152  1.331  -1.878  -1.75
S  1.336  -0.386  -1.633  0.55
S  0.831  1.968  -0.300  0.66
C  -4.607  -0.295  1.831  -0.04
N  -3.354  -0.154  1.096  0.01
C  -3.127  -0.329  -0.169  -0.63
S  -1.437  -0.352  -0.799  0.73
N  -4.030  -0.483  -1.132  -0.01
C  -5.478  -0.313  -1.074  -0.04
H  -4.339  -0.522  2.861  0.10
H  -5.201  -1.115  1.435  0.07
H  -5.187  0.626  1.830  0.09
H  -2.501  0.079  1.697  0.05
H  -3.635  -0.651  -2.043  0.12
H  -5.742  0.472  -0.372  0.08
H  -5.981  -1.241  -0.804  0.08
H  -5.813  -0.005  -2.061  0.10
Ge  -1.055  -2.644  -0.701  0.84
C  0.254  -2.837  0.701  -0.38
C  1.538  -3.275  0.364  -0.13
C  2.501  -3.444  1.346  -0.08
C  2.191  -3.179  2.672  -0.06
C  0.917  -2.753  3.024  -0.07
C  -0.048  -2.580  2.044  -0.14
C  -2.809  -3.424  -0.431  -0.35
C  -3.562  -3.767  -1.554  -0.13
C  -4.857  -4.247  -1.420  -0.08
C  -5.414  -4.388  -0.156  -0.08
C  -4.671  -4.062  0.971  -0.08
C  -3.375  -3.583  0.834  -0.11
H  -0.509  -2.982  -2.083  0.00
H  1.802  -3.448  -0.673  0.10
H  3.503  -3.741  1.070  0.11
H  2.954  -3.284  3.432  0.11
H  0.681  -2.530  4.057  0.11
H  -1.025  -2.210  2.329  0.08
H  -3.133  -3.667  -2.546  0.10
H  -5.428  -4.520  -2.299  0.11
H  -6.422  -4.768  -0.048  0.11
H  -5.096  -4.193  1.958  0.11
H  -2.803  -3.346  1.723  0.09

Atomic forces in eV per Å
Co 0.1951 0.0530 0.1680
N -0.0119 -0.0191 0.0063
C 0.0089 -0.0029 -0.0113
N -0.0194 0.0074 0.0017
N 0.0013 -0.0152 0.0202
N 0.0748 0.0065 0.0335
N -0.0221 0.0193 -0.0262
C 0.0054 0.0155 -0.0138
N -0.0237 -0.0640 0.0302
N 0.0309 0.1093 -0.0469
N -0.0282 -0.1042 0.0355
N -0.0366 0.0159 -0.0262
H -0.0008 0.0028 0.0011
S -0.1326 0.0100 -0.0188
C 0.3496 -0.0153 0.0386
S -0.1010 -0.0209 -0.0516
S -0.1283 0.0226 -0.0385
C -0.0010 0.0275 -0.0049
N -0.0314 -0.1054 -0.0781
C -0.0441 -0.0159 0.0495
S -0.0992 -0.0467 -0.0611
N 0.0052 0.0706 -0.0431
C -0.0048 -0.0352 0.0093
H -0.0013 0.0057 0.0029
H 0.0004 -0.0034 0.0177
H 0.0030 0.0031 -0.0066
H 0.0164 0.0555 0.0229
H 0.0076 0.0120 -0.0009
H -0.0054 0.0027 -0.0128
H 0.0052 -0.0033 0.0091
H 0.0001 -0.0099 -0.0031
Ge -0.0211 0.0682 -0.0248
C 0.0151 -0.0003 0.0058
C 0.0291 0.0017 0.0277
C -0.0098 0.0059 -0.0322
C -0.0137 0.0076 0.0269
C 0.0298 -0.0152 0.0042
C -0.0189 -0.0159 -0.0277
C 0.0000 -0.0016 0.0227
C -0.0025 0.0007 0.0023
C 0.0016 -0.0014 -0.0052
C -0.0021 -0.0003 0.0028
C -0.0023 -0.0009 -0.0018
C 0.0015 -0.0101 -0.0117
H -0.0098 -0.0124 -0.0035
H -0.0058 -0.0019 -0.0027
H 0.0031 0.0015 0.0034
H 0.0009 -0.0018 -0.0022
H -0.0068 0.0010 0.0003
H 0.0012 -0.0061 0.0061
H -0.0018 0.0015 -0.0003
H 0.0006 0.0008 -0.0008
H 0.0004 -0.0008 0.0008
H 0.0029 0.0013 0.0011
H -0.0041 0.0006 0.0063

Computed properties:
E_tot   -172864.481 eV
Charge   0
Orbital gap (alpha / beta)   0.2593 / 0.2596 hartree
Energy relative to the best compared isomer or geometry (same formula, charge and spin)   0.0320 eV
HOMO energy (alpha / beta)   -7.91 / -7.91 eV

2.
The following is a DFT calculation (ωB97M-V with the def2-TZVPD basis set) of a structure of composition C39H50Cl3Ge2O2Ru.

Last column: Löwdin spin population.
Atoms and positions in Å:
Ru  1.706  0.068  0.758  0.83
C  3.281  1.227  1.596  0.00
C  2.969  1.751  0.291  0.01
C  3.316  0.693  -0.672  0.01
C  3.737  -0.412  0.104  -0.02
C  3.749  -0.115  1.496  0.01
C  4.330  -1.015  2.561  0.00
C  5.853  -1.019  2.338  0.00
C  4.040  -0.490  3.967  0.00
C  3.791  -2.440  2.405  0.00
C  3.510  0.686  -2.194  0.00
C  4.261  -0.588  -2.613  0.00
C  4.412  1.872  -2.569  0.00
C  2.218  0.712  -3.020  0.00
C  2.429  3.176  0.159  0.00
C  3.610  4.157  0.130  0.00
C  1.571  3.509  1.395  0.01
C  1.521  3.382  -1.054  0.00
H  3.130  1.751  2.524  0.00
H  3.967  -1.385  -0.299  0.00
H  6.270  -0.018  2.467  0.00
H  6.107  -1.373  1.336  0.00
H  6.328  -1.682  3.063  0.00
H  4.389  0.539  4.084  0.00
H  4.577  -1.102  4.694  0.00
H  2.980  -0.537  4.208  0.00
H  4.143  -2.904  1.481  0.00
H  2.700  -2.450  2.400  0.00
H  4.128  -3.056  3.240  0.00
H  5.223  -0.679  -2.105  0.00
H  4.451  -0.546  -3.686  0.00
H  3.673  -1.488  -2.420  0.00
H  5.322  1.880  -1.964  0.00
H  3.911  2.828  -2.448  0.00
H  4.703  1.781  -3.617  0.00
H  1.638  -0.195  -2.852  0.00
H  2.483  0.749  -4.079  0.00
H  1.575  1.555  -2.798  0.00
H  4.219  4.051  1.032  0.00
H  3.232  5.180  0.097  0.00
H  4.258  4.007  -0.733  0.00
H  2.154  3.536  2.315  0.00
H  0.756  2.794  1.520  0.00
H  1.131  4.498  1.264  0.00
H  2.063  3.354  -1.995  0.00
H  1.057  4.368  -0.984  0.00
H  0.724  2.636  -1.076  0.00
Cl  1.131  -2.823  5.115  0.00
Ge  -0.147  -2.647  3.277  0.00
Cl  0.659  -0.196  2.903  0.05
Cl  -2.029  -1.988  4.266  0.00
C  -2.203  0.623  1.296  0.00
H  -2.025  -0.338  1.753  0.00
H  -1.474  1.388  1.526  0.00
O  0.211  0.011  -0.768  0.05
C  0.246  -1.260  -0.799  0.00
O  0.916  -1.844  0.096  0.03
C  -0.434  -2.015  -1.903  0.00
C  -1.830  -1.506  -2.286  0.00
Ge  -3.209  -1.042  -0.949  0.00
C  -3.523  -2.461  0.351  0.00
C  -4.757  -2.508  1.005  0.00
C  -5.044  -3.512  1.916  0.00
C  -4.105  -4.502  2.176  0.00
C  -2.880  -4.475  1.531  0.00
C  -2.589  -3.456  0.631  0.00
C  -2.804  0.654  -0.081  0.00
C  -3.628  1.045  1.197  0.00
C  -3.995  2.460  1.327  0.00
C  -3.472  3.410  0.540  0.00
C  -2.667  3.062  -0.619  0.00
C  -2.440  1.783  -0.952  0.00
C  -4.851  -0.811  -1.981  0.00
C  -5.395  -1.881  -2.691  0.00
C  -6.565  -1.729  -3.422  0.00
C  -7.212  -0.500  -3.448  0.00
C  -6.686  0.571  -2.740  0.00
C  -5.513  0.416  -2.010  0.00
H  -0.417  -3.076  -1.659  0.00
H  0.216  -1.889  -2.779  0.00
H  -2.294  -2.243  -2.946  0.00
H  -1.724  -0.603  -2.892  0.00
H  -5.513  -1.760  0.787  0.00
H  -6.001  -3.527  2.422  0.00
H  -4.327  -5.288  2.887  0.00
H  -2.141  -5.241  1.733  0.00
H  -1.613  -3.446  0.157  0.00
H  -4.353  0.326  1.564  0.00
H  -4.723  2.720  2.087  0.00
H  -3.740  4.448  0.694  0.00
H  -2.352  3.854  -1.289  0.00
H  -1.985  1.557  -1.911  0.00
H  -4.909  -2.851  -2.668  0.00
H  -6.977  -2.570  -3.967  0.00
H  -8.126  -0.380  -4.015  0.00
H  -7.190  1.530  -2.753  0.00
H  -5.114  1.261  -1.458  0.00

Atomic forces in eV per Å
Ru 0.2532 -0.6266 -0.0645
C -0.0576 0.0137 0.0340
C -0.1735 -0.1355 -0.0427
C 0.2021 0.3527 0.1661
C 0.0427 -0.0743 0.1428
C 0.0492 0.0994 -0.1568
C 0.0242 -0.0092 0.0383
C -0.0220 0.0073 0.0051
C 0.0135 0.0107 -0.0100
C -0.0485 -0.0106 0.0005
C -0.1555 0.0142 -0.1037
C -0.0172 -0.0233 0.0468
C -0.0238 -0.0319 -0.0066
C 0.0250 -0.0179 -0.0139
C -0.0506 0.0419 0.0311
C 0.0075 0.0057 -0.0043
C 0.0772 0.0095 -0.0210
C 0.0501 -0.0011 0.0144
H 0.0434 0.0072 0.0024
H 0.0513 0.0140 0.0090
H 0.0033 -0.0138 -0.0136
H 0.0017 0.0063 0.0154
H -0.0053 0.0078 -0.0019
H 0.0038 -0.0105 0.0019
H -0.0270 -0.0067 -0.0043
H -0.0066 0.0067 -0.0054
H -0.0189 0.0118 -0.0060
H 0.0557 -0.0094 0.0200
H 0.0026 0.0080 -0.0191
H -0.0047 -0.0036 -0.0168
H -0.0089 0.0046 -0.0007
H 0.0122 0.0065 -0.0016
H -0.0124 -0.0045 -0.0027
H -0.0002 0.0130 0.0118
H 0.0031 0.0042 0.0003
H 0.0379 0.0345 -0.0123
H 0.0019 0.0182 0.0044
H -0.0120 -0.0098 0.0194
H -0.0041 0.0047 -0.0136
H 0.0130 0.0029 -0.0055
H -0.0226 -0.0099 0.0177
H -0.0118 -0.0033 0.0053
H -0.0370 -0.0180 0.0069
H -0.0002 -0.0034 -0.0089
H 0.0124 -0.0121 -0.0300
H -0.0035 -0.0023 0.0096
H -0.0304 0.0025 -0.0037
Cl 0.0127 0.0053 0.0273
Ge 0.0033 -0.0520 -0.0483
Cl -0.0988 0.0823 -0.3472
Cl -0.0247 0.0573 -0.0071
C -0.1003 0.0391 -0.0061
H 0.0364 -0.0978 0.0455
H 0.0284 0.0471 0.0058
O 0.0072 0.0798 0.1246
C -0.3250 0.0705 0.0284
O 0.1513 0.0510 0.0898
C -0.0232 0.0943 -0.0306
C 0.0087 0.0137 -0.0692
Ge 0.0897 -0.0195 -0.0220
C -0.0204 0.0382 -0.0231
C 0.0066 -0.0141 -0.0266
C 0.0022 -0.0212 0.0252
C -0.0332 0.0134 0.0133
C 0.0627 0.0239 -0.0230
C 0.0420 -0.0181 0.0531
C 0.0008 -0.0962 0.0301
C -0.0453 0.0265 -0.0376
C 0.0055 0.0216 0.0022
C -0.0189 0.0046 0.0292
C 0.0129 -0.0129 -0.0193
C 0.0115 0.0521 -0.0133
C -0.0087 0.0356 0.0490
C -0.0109 0.0120 -0.0239
C 0.0006 -0.0081 0.0004
C 0.0130 0.0017 0.0132
C 0.0009 -0.0043 0.0002
C -0.0043 0.0062 -0.0023
H -0.0684 0.0174 0.0751
H 0.0518 -0.1198 0.0492
H 0.0132 0.0006 -0.0047
H -0.0175 0.0162 0.0254
H 0.0064 -0.0053 0.0011
H 0.0096 -0.0022 -0.0094
H 0.0025 0.0076 -0.0061
H -0.0105 0.0143 0.0031
H -0.0317 0.0012 0.0062
H 0.0231 0.0097 -0.0214
H 0.0053 -0.0018 -0.0118
H 0.0043 -0.0150 -0.0056
H -0.0089 -0.0065 0.0084
H 0.0109 -0.0105 0.0212
H -0.0104 0.0102 -0.0002
H 0.0041 0.0107 0.0057
H 0.0068 -0.0011 0.0027
H 0.0042 -0.0128 0.0002
H -0.0107 -0.0154 -0.0107

Computed properties:
E_tot   -198534.222 eV
Expectation value of S²   0.7563
Charge   0
Orbital gap (alpha / beta)   0.2823 / 0.2389 hartree
2S+1   2
Energy relative to the best compared isomer or geometry (same formula, charge and spin)   0.0000 eV
HOMO energy (alpha / beta)   -7.85 / -7.86 eV